[1]
The following is a DFT calculation (ωB97M-V/def2-TZVPD) of a 6-piece molecular cluster, C2H14O6 overall.

Computed properties:
**Highest occupied orbital energy**: -10.90 eV
**SMILES**: CC=O.O.O.O.O.O
**Charge**: 0
**Kohn-Sham gap**: 0.4163 Eh

Geometry (Å):
O 2.346 -0.451 0.375
O 0.777 -1.770 -1.810
O -0.590 1.178 1.812
O -0.106 3.441 0.224
O 1.203 1.367 -1.666
O -0.367 -1.862 0.787
C -2.376 -0.865 -0.063
C -1.580 -1.751 0.801
H -0.048 0.571 1.301
H 0.140 3.095 -0.643
H -3.138 -1.375 -0.651
H 1.460 -0.654 0.701
H -2.935 -0.066 0.521
H 2.862 -1.262 0.391
H -0.564 1.986 1.278
H 1.730 0.674 -1.211
H 0.302 -2.322 -2.440
H 0.759 3.727 0.543
H -1.763 -0.147 -0.619
H 0.255 -1.787 -0.996
H -2.133 -2.458 1.397
H 0.818 0.633 -2.219



[2]
The following is a DFT calculation (ωB97M-V/def2-TZVPD) of a 2-piece molecular cluster, C9H14 overall.

Computed properties:
**Highest occupied orbital energy**: -8.83 eV
**SMILES**: Cc1ccccc1.CC
**Charge**: 0
**Kohn-Sham gap**: 0.3620 Eh

Geometry (Å):
C -1.853 1.465 -0.034
C -1.400 2.325 1.062
C -0.324 2.031 1.813
C 1.774 -2.305 -1.358
C 3.185 -2.413 -0.802
C -0.119 -0.111 0.603
C -1.502 -0.495 -1.438
C -1.188 0.249 -0.224
C 0.335 0.838 1.458
H 3.782 -1.870 -1.490
H 3.288 -3.528 -0.979
H 1.185 -1.464 -1.001
H -2.112 3.124 1.177
H -2.239 0.060 -2.104
H 0.429 -1.159 0.433
H -2.290 -1.296 -1.154
H 1.274 -3.293 -1.025
H -0.032 2.701 2.708
H -0.642 -0.742 -2.150
H 1.926 -2.250 -2.401
H 1.415 0.630 1.819
H 3.326 -2.107 0.197
H -2.743 1.689 -0.514



[3]
The following is a DFT calculation (ωB97M-V/def2-TZVPD) of C32H29ClF9NO4OsSTe as an isolated structure.

Computed properties:
**Highest occupied orbital energy (spin up / spin down)**: -7.60 / -7.93 eV
**⟨S²⟩**: 6.047
**Charge**: 0
**Kohn-Sham gap (spin up / spin down)**: 0.2758 / 0.2313 Eh
**Spin multiplicity**: 5

Geometry (Å):
Os -6.204 -2.173 18.605
Te -7.656 -0.211 19.259
Cl -3.891 2.565 13.582
S -10.673 -3.550 14.694
F -4.812 -4.051 14.475
F -3.920 -6.498 17.605
F -4.802 -6.112 15.145
F -2.314 -4.911 16.589
F -2.766 -3.273 17.934
F -6.548 -4.919 15.519
F -5.939 -5.900 18.181
F -2.913 -3.005 15.785
F -4.268 -4.887 19.093
O -8.089 -3.188 18.587
O -9.200 -1.847 17.082
O -6.443 -3.304 20.279
O -5.393 -3.259 17.183
N -5.062 -1.919 21.579
C -9.005 -2.951 17.592
C -5.219 -4.884 15.507
C -8.037 2.017 21.380
C -10.653 -5.919 15.639
C -3.361 0.834 17.043
C -3.721 1.291 14.707
C -3.012 1.554 15.898
C -4.353 0.034 14.551
C -9.851 1.170 22.711
C -9.170 3.462 23.026
C -5.714 -3.110 21.369
C -4.679 -5.429 17.903
C -9.585 -5.329 18.160
C -6.680 -3.585 23.623
C -10.281 -4.600 15.953
C -10.568 -6.946 16.597
C -10.042 2.366 23.367
C -9.958 -6.646 17.807
C -7.004 1.770 20.332
C -3.175 -3.877 16.750
C -4.267 -0.235 16.938
C -5.874 -4.116 22.463
C -9.584 -4.358 17.202
C -4.587 -0.951 18.243
C -6.284 -2.425 24.524
C -4.747 -1.295 22.877
C -8.205 3.209 22.068
C -4.682 -0.678 15.666
C -5.956 -1.138 23.851
C -8.781 -0.326 21.135
C -4.654 -4.319 16.804
C -8.862 0.966 21.762
H -3.984 -1.876 23.408
H -5.336 -1.563 15.605
H -4.527 -0.155 19.030
H -5.455 -2.778 25.159
H -11.055 -7.873 16.309
H -7.101 -2.328 25.278
H -10.778 2.456 24.153
H -7.703 -3.341 23.269
H -3.662 -1.540 18.463
H -11.085 -6.110 14.642
H -6.760 -0.660 23.328
H -5.228 -1.319 20.771
H -4.887 -4.538 22.771
H -9.247 -5.101 19.165
H -9.775 -0.715 20.863
H -6.425 -4.902 21.868
H -7.501 3.938 21.932
H -4.653 -0.333 13.614
H -6.023 1.540 20.776
H -9.115 4.461 23.426
H -6.853 2.505 19.528
H -8.338 -1.099 21.712
H -2.369 2.424 15.959
H -2.978 1.065 18.080
H -4.281 -0.314 22.771
H -10.487 0.348 22.998
H -6.830 -4.483 24.267
H -5.631 -0.343 24.569
H -9.867 -7.383 18.607



[4]
The following is a DFT calculation (ωB97M-V/def2-TZVPD) of a 2-piece molecular cluster, C5H8O5 overall.

Computed properties:
**Highest occupied orbital energy**: -10.28 eV
**SMILES**: O=C(CO)[C@H]1CO1.O=CO
**Charge**: 0
**Kohn-Sham gap**: 0.4052 Eh

Geometry (Å):
O -2.552 -1.421 -0.808
O -0.858 1.055 -0.792
O 1.514 -0.005 -1.496
O 2.030 -0.541 2.015
O -3.824 0.104 -1.753
C 2.794 0.599 1.681
C -3.644 -1.085 -1.252
C -0.084 0.218 0.235
C 1.302 -0.058 -0.303
C 2.397 -0.387 0.660
H 2.269 1.556 1.747
H 3.154 -1.078 0.277
H -0.032 0.900 1.101
H -0.341 1.041 -1.611
H -0.407 -0.678 0.788
H -4.572 -1.584 -0.907
H 3.833 0.597 2.019
H -2.981 0.765 -1.601



[5]
The following is a DFT calculation (ωB97M-V/def2-TZVPD) of one molecule with the formula C6H11NS.

Computed properties:
**Highest occupied orbital energy**: -8.41 eV
**SMILES**: C=C[C@@H]1SC[C@]1(C)N
**Charge**: 0
**Kohn-Sham gap**: 0.3446 Eh

Geometry (Å):
S -1.811 0.187 0.070
N 0.783 -1.349 0.591
C 1.483 2.003 1.601
C -0.058 0.733 -0.070
C 1.398 -0.677 -1.717
C 0.381 -0.752 -0.591
C -1.121 -0.936 -1.045
C 0.492 0.956 1.415
H 1.278 0.365 -2.241
H 1.376 -2.276 0.470
H 2.333 -0.596 -1.290
H -1.410 -2.006 -1.271
H 2.012 2.585 0.661
H 0.148 1.460 -0.793
H 0.251 0.267 2.316
H 1.340 -1.525 -2.434
H -1.317 -0.518 -2.103
H 0.122 -1.439 1.390
H 1.919 2.174 2.472



[6]
The following is a DFT calculation (ωB97M-V/def2-TZVPD) of C15H27Cl2N7O2RhSi as an isolated structure.

Computed properties:
**Highest occupied orbital energy (spin up / spin down)**: -10.58 / -10.60 eV
**Charge**: +1
**Kohn-Sham gap (spin up / spin down)**: 0.2474 / 0.2438 Eh

Geometry (Å):
Rh -0.026 -0.011 0.281
Cl 3.848 -0.406 -3.062
Cl 3.780 -2.762 -1.333
Si -2.907 1.256 1.612
O 2.395 -0.423 0.493
O 1.349 -0.431 -1.443
N -3.129 -2.630 -0.821
N -0.988 -3.173 -0.174
N 0.998 -3.952 0.689
N -1.504 -0.954 -0.657
N -1.417 1.352 0.672
N 0.582 2.053 0.079
N 0.210 -1.825 1.253
C -0.689 2.434 0.262
C 2.383 -0.564 -0.752
C -1.128 3.730 -0.003
C -4.359 1.526 0.473
C 1.514 2.923 -0.376
C -3.583 -3.985 -0.512
C 1.141 4.220 -0.651
C 0.119 -2.939 0.600
C -1.897 -2.192 -0.536
C -4.078 -1.733 -1.475
C 2.928 2.466 -0.546
C -0.186 4.617 -0.467
C -2.870 2.558 2.924
C -2.960 -0.446 2.360
C 3.696 -0.974 -1.411
H -2.244 -0.303 -0.879
H -3.406 -1.184 1.685
H 4.534 -0.598 -0.837
H 1.887 4.922 -0.994
H 1.882 -3.769 1.135
H 3.077 2.071 -1.556
H -3.593 -1.179 -2.279
H -0.477 5.633 -0.699
H -4.519 -1.035 -0.764
H -3.555 -0.441 3.277
H -1.956 -0.788 2.614
H -1.936 2.514 3.490
H 1.003 -4.683 -0.002
H -4.188 1.093 -0.514
H -3.429 -4.669 -1.350
H -3.696 2.409 3.625
H 3.166 1.686 0.171
H -4.871 -2.331 -1.915
H -3.082 -4.366 0.374
H 3.613 3.301 -0.411
H -2.167 4.003 0.125
H -1.102 -4.084 -0.583
H -2.966 3.564 2.510
H -4.542 2.594 0.325
H 1.074 -1.748 1.777
H -5.278 1.097 0.884
H -4.647 -3.945 -0.295



[7]
The following is a DFT calculation (ωB97M-V/def2-TZVPD) of C19H21N9O11RuS as an isolated structure.

Computed properties:
**Highest occupied orbital energy (spin up / spin down)**: -5.41 / -5.79 eV
**⟨S²⟩**: 8.759
**Charge**: -1
**Kohn-Sham gap (spin up / spin down)**: 0.2749 / 0.2782 Eh
**Spin multiplicity**: 6

Geometry (Å):
Ru -0.883 -1.014 0.335
S -0.439 -3.639 0.761
O 0.815 -0.858 1.775
O -3.373 -0.005 3.731
O -0.142 1.278 0.031
O 0.514 -0.999 -1.295
O -0.740 3.845 0.369
O 2.702 -1.410 -1.203
O 0.574 5.296 -0.507
O 5.096 4.335 -1.354
O 1.231 -0.583 3.956
O -2.311 -1.924 -2.179
O 5.704 2.320 -1.797
N -2.738 2.023 0.021
N 1.426 -3.580 2.716
N -2.998 -2.016 0.884
N -1.688 -0.075 2.141
N -2.471 0.054 -1.096
N 4.871 3.138 -1.444
N -2.378 -0.032 -3.455
N 0.316 4.148 -0.170
N 2.252 -3.418 0.695
C 2.562 3.559 -0.783
C -2.554 2.078 -2.385
C 1.745 -0.639 -1.119
C -2.235 -0.801 -4.688
C 1.144 -3.518 1.412
C -2.576 1.379 -1.137
C 3.539 2.657 -1.117
C -2.389 -0.705 -2.229
C -2.437 1.324 -3.492
C 0.960 1.700 -0.389
C -0.676 0.516 3.005
C 2.005 0.821 -0.877
C 1.301 3.108 -0.441
C 0.552 -0.369 2.953
C -2.914 -0.320 2.633
C 3.249 1.290 -1.186
C 2.820 -3.193 2.972
C -3.802 -1.046 1.626
C 3.396 -3.077 1.547
H -1.019 0.637 4.028
H -2.259 -1.853 -4.426
H -2.382 1.763 -4.480
H 4.007 0.587 -1.501
H -2.759 -2.818 1.455
H -2.598 3.155 -2.431
H 2.837 -2.241 3.496
H -4.642 -1.489 2.160
H -2.425 2.983 0.049
H -0.367 1.488 2.604
H -3.421 -2.334 0.019
H -1.282 -0.577 -5.166
H 2.227 -3.040 -0.255
H -3.053 -0.571 -5.370
H 0.702 -3.338 3.372
H 3.326 -3.957 3.561
H 3.728 -2.066 1.316
H -2.450 1.486 0.840
H -4.190 -0.312 0.919
H 2.768 4.617 -0.784
H 4.219 -3.769 1.373



[8]
The following is a DFT calculation (ωB97M-V/def2-TZVPD) of C29H78N7O10Ti as an isolated structure.

Computed properties:
**Highest occupied orbital energy (spin up / spin down)**: -3.30 / -8.62 eV
**⟨S²⟩**: 3.752
**Charge**: 0
**Kohn-Sham gap (spin up / spin down)**: 0.1347 / 0.3289 Eh
**Spin multiplicity**: 4

Geometry (Å):
Ti 0.560 -0.072 -0.107
O 3.897 -4.428 -5.287
O -0.940 0.461 1.642
O 1.719 1.153 5.796
O 2.596 -5.208 1.238
O -7.126 0.056 0.610
O 0.114 4.893 -2.072
O 2.143 1.566 0.380
O -0.871 -1.389 -0.984
O -2.506 1.268 3.019
O -1.647 2.400 1.216
N -5.596 3.301 1.552
N -0.591 1.369 -1.566
N 2.535 -0.537 -1.507
N 2.899 -2.260 -4.053
N 1.366 -0.399 3.410
N 2.378 -1.516 1.157
N -2.817 5.175 0.270
C 1.995 -3.950 1.467
C -6.590 1.037 1.431
C 3.300 0.753 -1.624
C 3.043 -2.799 1.214
C 2.790 1.699 -2.758
C 4.100 -2.678 2.303
C 0.554 -0.598 4.573
C -1.533 -2.333 -0.124
C 1.676 -6.294 1.119
C 1.456 5.385 -2.150
C 0.240 -2.055 4.595
C -1.925 -0.663 -1.603
C 4.746 -5.410 -4.656
C 2.025 2.620 1.243
C -2.115 5.046 -1.046
C 0.905 -3.470 -3.390
C -0.530 0.019 -3.675
C -6.099 2.244 0.647
C -7.214 -1.243 1.183
C -0.550 4.944 -0.779
C -2.477 6.340 -1.779
C 3.374 1.428 -0.270
C -4.929 1.891 -0.267
C 0.731 2.129 5.980
C 1.348 -0.185 5.886
C 2.349 -3.616 -3.707
C 2.500 -4.540 -4.988
C -1.714 1.399 1.900
C -1.403 0.530 -2.491
H -7.731 -1.205 2.142
H 1.447 6.475 -2.118
H 4.666 -6.271 -5.320
H -0.298 3.997 -0.302
H -3.279 6.278 -2.514
H -7.396 1.272 2.127
H -2.506 -1.362 -2.204
H 0.277 -4.343 -3.211
H 4.330 0.571 -1.929
H 4.850 -3.463 2.399
H 2.235 -5.594 -4.907
H -6.909 2.643 0.036
H -5.146 1.040 -0.913
H 2.874 -3.872 -2.787
H 1.841 5.005 -3.096
H 1.221 -6.566 2.071
H 1.988 0.376 3.591
H -6.226 -1.694 1.279
H 0.264 1.891 6.936
H -1.142 -0.585 -4.345
H -2.222 1.156 -2.845
H -0.910 -3.226 -0.075
H 4.561 -5.593 -3.598
H -2.514 4.364 0.789
H 1.775 2.069 -2.607
H 2.201 -1.984 -4.729
H 3.736 -2.492 -4.570
H 1.552 -3.755 2.443
H 2.164 5.091 -1.376
H -4.702 2.964 1.880
H -0.370 -0.030 4.468
H -0.122 -2.448 3.645
H 1.054 2.625 1.740
H -3.770 5.014 -0.023
H -2.552 -0.223 -0.828
H 1.966 -1.390 2.070
H 0.725 -0.513 6.718
H -2.349 4.185 -1.672
H -0.331 2.141 -2.163
H -2.516 -2.716 -0.400
H 0.706 -0.010 2.751
H 1.958 3.557 0.690
H 1.963 -4.138 -5.847
H 3.093 -0.805 1.092
H -7.752 -1.929 0.529
H 3.463 -2.987 0.226
H -1.735 -1.915 0.862
H 1.149 3.127 6.112
H -5.754 0.606 1.983
H 3.583 -2.578 3.257
H -4.072 1.596 0.339
H 3.951 2.352 -0.312
H -1.637 6.742 -2.345
H -4.474 2.688 -0.854
H 1.112 -2.607 4.946
H -2.621 0.315 3.050
H 0.860 -6.049 0.440
H 2.228 -0.825 5.947
H 2.229 -7.169 0.775
H 2.796 1.213 -3.734
H -6.159 3.319 2.390
H 1.112 -3.799 0.846
H 2.787 -1.053 -2.337
H 0.786 -2.894 -2.472
H -2.903 7.166 -1.209
H 4.672 -1.784 2.057
H 0.010 2.196 5.166
H -0.186 5.713 -0.099
H 0.384 -2.902 -4.161
H 3.469 2.544 -2.871
H -0.113 0.847 -4.248
H 0.366 -0.531 -3.386
H 2.761 2.548 2.044
H 5.801 -5.136 -4.617
H -1.133 1.824 -0.846
H 3.846 0.839 0.516
H 3.012 -1.120 -0.835
H -0.460 -2.261 5.405



For reference, energy above the lowest of the compared OMol25 structures with the same formula, charge and spin by record: 7.0; 226.5; 61.0; 315.3; 348.1; 95.1; 0.0; 206.5 kJ/mol.
For reference, max |F| by record: 2.8; 4.9; 6.5; 4.2; 8.2; 1.6; 0.7; 3.3 eV Å⁻¹.